The following is a DFT calculation (wB97M-V/def2-TZVPD) of an isolated molecule of FH2NS.

Properties
SMILES: FNS
HOMO, eV: -10.510
Charge: 0
E_LUMO, eV: 0.48
M, g/mol: 67.09
Frontier orbital gap, eV: 11.0

Last column: Löwdin charge in e.
CARTESIAN COORDINATES (ANGSTROEM)
F1 1.59373 -0.21399 0.36735  -0.259
H1 0.15726 -0.93789 -0.76386  0.051
S1 -0.76329 0.97645 0.11623  0.788
N1 0.38014 0.03453 -0.61541  -0.404
H2 -1.36785 0.14090 0.89569  -0.175


The following is a DFT calculation (wB97M-V/def2-TZVPD) of an isolated molecule of FH2NS2.

Properties
HOMO, eV: -9.151
Charge: 0
E_LUMO, eV: -0.47
M, g/mol: 99.16
Frontier orbital gap, eV: 8.7

Last column: Löwdin charge in e.
CARTESIAN COORDINATES (ANGSTROEM)
S1 0.07048 0.42578 0.25737  0.610
S2 -1.31589 -0.40148 -1.34516  0.540
H1 -1.08123 0.83464 0.77803  -0.088
H2 1.75626 -0.60273 1.39881  -0.036
F1 -0.25640 0.02698 -2.49862  -0.601
N1 0.82678 -0.28320 1.40957  -0.425


The following is a DFT calculation (wB97M-V/def2-TZVPD) of a cluster of 2 separate species, FH2P in total.

Properties
HOMO (spin up / spin down), eV: -7.905 / -10.940
Charge: 0
2S+1: 3
E_LUMO (spin up / spin down), eV: 0.56 / -1.98
⟨S²⟩: 2.003
M, g/mol: 51.99
Frontier orbital gap (spin up / spin down), eV: 8.5 / 9.0

Last column: Löwdin charge in e.
CARTESIAN COORDINATES (ANGSTROEM)
H1 -1.59435 -0.73313 1.11810  -0.019
H2 0.08350 1.31093 -0.48880  -0.122
P1 0.00618 -0.21519 -0.61264  0.662
F1 1.50468 -0.36262 -0.01666  -0.521


The following is a DFT calculation (wB97M-V/def2-TZVPD) of a cluster of 2 separate species, FH3N2OS in total.

Properties
SMILES: [H]/N=N\F.OS
HOMO, eV: -8.652
Charge: 0
E_LUMO, eV: 0.58
M, g/mol: 98.10
Frontier orbital gap, eV: 9.2

Last column: Löwdin charge in e.
CARTESIAN COORDINATES (ANGSTROEM)
F1 1.71311 -1.36057 -0.23749  -0.161
N1 1.43527 0.03848 0.13458  -0.035
H1 -2.27689 0.85724 -1.08216  -0.145
S1 -2.67064 -0.03395 -0.12575  0.695
O1 -1.20825 -0.73729 0.34580  -0.559
N2 2.27934 0.84950 0.06902  0.097
H2 3.32261 0.68687 -0.13516  0.130
H3 -1.09979 -1.23822 1.09331  -0.022


The following is a DFT calculation (wB97M-V/def2-TZVPD) of a cluster of 2 separate species, FH3N2OS in total.

Properties
HOMO, eV: -10.024
Charge: 0
E_LUMO, eV: 0.06
M, g/mol: 98.10
Frontier orbital gap, eV: 10.1

Last column: Löwdin charge in e.
CARTESIAN COORDINATES (ANGSTROEM)
S1 2.39308 -0.26354 -0.14529  0.826
O1 0.73577 -0.58877 -0.01753  -0.609
N1 -0.28566 -0.05113 -0.74812  -0.057
H1 -2.24194 -0.18324 -0.63098  0.029
N2 -1.49035 -0.49042 -0.21858  0.120
F1 -0.11451 1.56185 -0.06683  -0.314
H2 -1.51709 -0.39725 0.80415  0.124
H3 2.52070 0.41249 1.02318  -0.120


The following is a DFT calculation (wB97M-V/def2-TZVPD) of a structure of composition FH3OP2.

Properties
HOMO, eV: -8.760
Charge: 0
E_LUMO, eV: -0.25
M, g/mol: 99.97
Frontier orbital gap, eV: 8.5

Last column: Löwdin charge in e.
CARTESIAN COORDINATES (ANGSTROEM)
O1 1.20536 1.29019 0.78475  -0.540
H1 1.03883 1.19892 1.78076  0.098
F1 -1.08929 -1.56237 -1.24329  -0.494
H2 1.08957 -1.29157 0.72296  0.014
P1 0.87834 0.20001 -0.35628  0.520
P2 -1.25518 -0.27009 -0.27969  0.498
H3 -1.86762 0.43492 -1.40921  -0.096


The following is a DFT calculation (wB97M-V/def2-TZVPD) of a cluster of 2 separate species, FH5S2Si2 in total.

Properties
HOMO, eV: -9.643
Charge: 0
E_LUMO, eV: -1.70
M, g/mol: 144.34
Frontier orbital gap, eV: 7.9

Last column: Löwdin charge in e.
CARTESIAN COORDINATES (ANGSTROEM)
H1 -1.92209 -1.19831 0.84550  -0.139
H2 1.44968 -1.35354 -2.01356  -0.194
H3 -1.69999 0.96375 1.91676  -0.098
H4 0.58550 3.29369 -0.72712  0.110
S1 1.90035 1.82712 -0.34030  0.202
F1 1.74373 -0.22010 1.99295  -0.293
H5 -1.76060 0.79177 -0.46900  -0.077
S2 1.80268 -1.55171 -0.72527  0.361
Si1 -1.27009 0.04256 0.81457  0.478
Si2 0.99380 0.09016 0.53156  -0.351


The following is a DFT calculation (wB97M-V/def2-TZVPD) of an isolated molecule of FH5S2Si2.

Properties
SMILES: F[Si]([SiH3])(S)S
HOMO, eV: -9.766
Charge: 0
E_LUMO, eV: 0.40
M, g/mol: 144.34
Frontier orbital gap, eV: 10.2

Last column: Löwdin charge in e.
CARTESIAN COORDINATES (ANGSTROEM)
S1 1.94900 -1.24174 -1.96766  0.483
Si1 0.39511 0.73962 0.79470  0.492
H1 0.72149 -0.09700 1.97981  -0.103
H2 -0.74745 1.63708 1.02709  -0.111
H3 1.32282 -0.84631 -2.95590  -0.289
Si2 0.30041 -1.09214 -0.58971  -0.244
H4 -2.14056 -1.31311 -0.14801  -0.211
F1 0.58765 -2.46804 0.36392  -0.315
S2 -1.71092 -1.42048 -1.40923  0.391
H5 1.57419 1.60216 0.37510  -0.091


Total energy for every record listed, in sequence, given in hartree: -553.9039, -952.0791, -442.2539, -684.4406, -684.4027, -859.5665, -1478.2118, -1478.2951.
Strongest force on any atom for every record listed, in sequence, given in eV/Å: 2.16, 3.26, 2.72, 5.24, 8.89, 3.50, 4.01, 3.76.
Relative energy (zero: lowest compared OMol25 entry of this formula, charge and spin) for every record listed, in sequence, given in eV: 0.000, 1.654, 0.563, 2.804, 3.833, 1.768, 2.889, 0.623.